[1]
DFT (ωB97M-V with the def2-TZVPD basis set) results for one molecule with the formula C15H22N2O4.

XYZ file:
```
43
Properties=species:S:1:pos:R:3:forces:R:3
C 2.027 -0.853 1.005 0.0 0.0 0.0
C -2.175 0.679 0.442 0.0 0.0 0.0
H 1.720 -1.879 0.782 0.0 0.0 0.0
O 3.654 -0.320 -3.138 0.0 0.0 0.0
C -0.685 0.799 0.636 0.0 0.0 0.0
H -2.460 0.989 2.590 0.0 0.0 0.0
C -5.431 1.549 0.921 0.0 -0.1 0.1
N 0.080 0.013 -0.160 0.0 0.0 0.0
H -2.424 -0.126 -0.249 0.0 0.0 0.0
H -4.092 4.643 1.929 0.0 0.0 0.0
C 5.055 -0.103 -2.984 0.0 0.0 0.0
C -3.936 1.681 1.141 -0.1 0.0 0.0
C -4.866 2.587 1.821 -0.1 0.0 -0.1
C 1.522 0.057 -0.111 0.0 0.0 0.0
H -6.063 2.943 3.638 0.0 0.0 0.0
H -3.475 -0.349 1.981 0.0 0.0 0.0
C 3.941 1.234 -1.378 0.0 0.0 0.0
C -4.993 4.047 2.008 0.1 0.0 0.1
H -5.900 4.542 1.688 0.0 0.0 0.0
O 3.444 -0.740 1.068 0.0 0.0 0.0
H -3.251 2.093 -0.961 0.0 0.0 0.0
H 1.560 -0.526 1.938 0.0 0.0 0.0
H 5.479 -0.879 -2.338 0.0 0.0 0.0
H 3.395 2.177 -1.363 0.0 0.0 0.0
C -2.903 2.002 0.067 0.0 0.0 0.0
H 3.769 -1.314 1.767 0.0 0.0 0.0
H 4.991 2.040 -3.097 0.0 0.0 0.0
H -5.830 1.850 -0.040 0.0 0.0 0.0
H 4.240 0.971 -0.366 0.0 0.0 0.0
C 2.021 -0.449 -1.465 0.0 -0.1 0.0
H -0.321 -0.630 -0.826 0.0 0.0 0.0
O -0.196 1.569 1.449 0.0 0.0 0.0
H -5.924 0.699 1.381 0.0 0.0 0.0
C 5.134 1.272 -2.338 0.0 0.0 -0.1
C -3.027 0.613 1.737 0.0 0.0 0.0
H -2.296 2.869 0.333 0.0 0.0 0.0
N 3.120 0.157 -1.938 0.0 0.0 0.0
H -4.262 3.073 3.890 0.0 0.0 0.0
C -5.088 3.087 3.191 0.0 0.0 0.0
H 5.494 -0.162 -3.976 0.0 0.0 0.0
H 6.074 1.456 -1.823 0.0 0.0 0.0
O 1.430 -1.351 -2.035 0.0 0.0 0.0
H 1.833 1.080 0.099 0.0 0.0 0.0
```
Forces are in eV/Å.

Results
HOMO-LUMO gap	9.63	eV
E_tot	-995.1237	hartree
highest occupied orbital energy	-8.99	eV
SMILES	O=C([C@H](CO)NC(=O)[C@H]1C[C@@]2(C1)C[C@]21CC1)N1CCCO1
largest force on an atom	0.1	eV/A

Atomic partial charges in e from the Löwdin method, atoms 1 to 5: number 1, C, carries -0.18; number 2, C, carries -0.18; number 3, H, carries 0.13; number 4, O, carries -0.03; number 5, C, carries -0.45

[2]
DFT (ωB97M-V with the def2-TZVPD basis set) results for a 2-piece molecular cluster, C3H4ClF3 overall.

XYZ file:
```
11
Properties=species:S:1:pos:R:3:forces:R:3
C -1.632 0.217 0.474 3.3 -0.5 0.3
F -1.280 1.507 0.180 -0.4 0.1 0.5
H 1.038 1.306 -0.093 0.5 -1.0 -0.4
F 0.125 -1.835 -0.458 1.1 0.1 -0.4
C 0.557 -0.727 0.127 -4.8 0.5 2.0
F 0.902 -1.024 1.410 0.3 0.3 -1.2
H -1.965 0.082 1.538 0.4 0.3 -1.1
H 1.318 0.372 -1.582 -1.0 -0.1 -1.5
H 2.370 0.114 -0.396 1.7 -0.1 0.9
Cl -2.783 -0.332 -0.664 -0.2 -0.4 -0.2
C 1.350 0.319 -0.536 -0.8 0.8 1.3
```
Forces are in eV/Å.

Results
HOMO-LUMO gap (alpha / beta)	8.83 / 8.83	eV
E_tot	-876.3884	hartree
highest occupied orbital energy (alpha / beta)	-8.41 / -8.41	eV
largest force on an atom	5.2	eV/A

Atomic partial charges in e from the Löwdin method, atoms 1 to 5: number 1, C, carries -0.65; number 2, F, carries -0.13; number 3, H, carries 0.11; number 4, F, carries 0.09; number 5, C, carries -0.37

[3]
DFT (ωB97M-V with the def2-TZVPD basis set) results for C37H33N8O4PtSe as an isolated structure.

XYZ file:
```
84
Properties=species:S:1:pos:R:3:forces:R:3
Pt 0.968 -0.201 0.158 0.0 0.1 0.0
H 2.545 -5.855 0.155 0.0 0.0 0.0
C 0.427 2.469 -1.029 0.0 0.0 0.0
H 11.043 -5.783 -0.700 0.0 0.0 0.0
H -2.569 1.482 3.208 0.0 0.0 0.0
C 2.672 -2.467 0.033 0.0 0.0 0.0
H 10.069 -10.087 -1.025 0.0 0.0 0.0
H -3.861 0.880 4.256 0.0 0.0 0.0
H -5.734 -0.369 3.263 0.0 0.0 0.0
H 0.885 4.521 2.133 0.0 0.0 0.0
C 0.740 3.968 1.215 0.0 0.0 0.0
H 0.072 6.435 -0.899 0.0 0.0 0.0
H -6.379 -1.131 0.690 0.0 0.0 0.0
H 0.606 0.096 5.014 0.0 0.0 0.0
Se -2.630 2.079 0.257 0.0 -0.1 0.1
C 9.802 -7.488 -0.359 0.0 0.0 0.0
C 0.844 -4.508 0.220 0.0 0.0 0.0
C -1.530 -1.129 2.663 0.0 0.0 0.0
C -3.643 1.470 3.370 0.0 0.0 0.0
C 0.422 4.627 0.018 0.0 0.0 0.0
H 8.303 -9.001 -0.011 0.0 0.0 0.0
N -4.293 0.823 2.230 0.0 0.0 0.0
H 0.321 1.832 -1.897 0.0 0.0 0.0
C 5.382 -2.882 -0.208 0.0 0.0 0.0
C 2.206 -4.828 0.147 0.0 0.0 0.0
N 0.275 5.968 -0.034 0.0 0.0 0.0
H -2.920 -2.303 5.532 0.0 0.0 0.0
O -2.796 -1.690 0.754 0.0 0.0 0.0
C 7.455 -7.046 -0.106 0.0 0.0 0.0
H -0.999 -1.078 6.503 0.0 0.0 0.0
C 3.726 0.963 -0.257 0.0 0.0 0.0
C -5.645 -0.432 1.048 0.0 0.0 0.0
H 9.189 -4.185 -0.637 0.0 0.0 0.0
C -1.147 -1.087 5.431 0.0 0.0 0.0
H 6.789 -0.464 -0.496 0.0 0.0 0.0
C 0.453 -3.188 0.209 0.0 0.0 0.0
H 5.657 1.782 -0.506 0.0 0.0 0.0
H 10.291 -9.901 0.737 0.0 0.0 0.0
N -4.809 0.234 0.209 0.0 0.0 0.0
O -1.089 -0.349 0.418 0.1 0.0 -0.1
C 10.714 -9.675 -0.245 0.0 0.0 0.0
H -5.542 -0.603 -1.538 0.0 0.0 0.0
C 3.530 -1.377 -0.105 0.0 0.0 0.0
C -2.423 -1.802 3.519 0.0 0.0 0.0
C 3.128 -3.813 0.043 0.0 0.0 0.0
C 10.030 -6.123 -0.532 0.0 0.0 0.0
H 6.446 -7.397 0.060 0.0 0.0 0.0
H -0.593 -2.920 0.233 0.0 0.0 0.0
N 5.273 -5.137 -0.083 0.0 0.0 0.0
H 7.506 -2.896 -0.387 0.0 0.0 0.0
C 0.879 2.603 1.219 0.0 0.0 0.0
C -0.247 -0.422 4.597 0.0 0.0 0.0
C 6.526 -4.771 -0.220 0.0 0.0 0.0
H -4.674 0.934 -1.759 0.0 0.0 0.0
H 3.229 1.922 -0.260 0.0 0.0 0.0
C 5.716 -0.391 -0.386 0.0 0.0 0.0
C -0.447 -0.452 3.234 0.0 0.0 0.0
N 6.647 -3.410 -0.302 0.0 0.0 0.0
C 5.083 0.875 -0.394 0.0 0.0 0.0
H -3.465 -2.382 2.079 0.0 0.0 0.0
H 0.252 0.041 2.571 0.0 0.0 0.0
C -3.971 1.004 0.930 0.0 0.1 0.0
C -4.687 -0.012 -1.225 0.0 0.0 0.0
C 0.264 3.828 -1.126 0.0 0.0 0.0
C 8.506 -7.949 -0.147 0.0 0.0 0.0
N 1.331 -2.176 0.142 -0.1 0.0 0.0
C -2.221 -1.770 4.902 0.0 0.0 0.0
C -1.803 -1.086 1.199 0.0 0.1 0.0
H -3.766 -0.566 -1.398 0.0 0.0 0.0
H 1.132 2.078 2.129 0.0 0.0 0.0
C 7.670 -5.684 -0.275 0.0 0.0 0.0
N 2.935 -0.125 -0.113 0.0 0.0 0.0
H 11.702 -10.119 -0.322 0.0 0.0 0.0
O -3.501 -2.463 3.066 0.0 0.0 0.0
H 0.088 -5.277 0.278 0.0 0.0 0.0
O 10.897 -8.280 -0.415 0.0 0.0 0.0
C -5.326 -0.057 2.319 0.0 0.0 0.0
H 0.028 4.268 -2.085 0.0 0.0 0.0
H -4.021 2.483 3.485 0.0 0.0 0.0
N 0.724 1.844 0.122 0.0 0.0 0.0
C 8.975 -5.237 -0.491 0.0 0.0 0.0
C 4.553 -3.971 -0.074 0.0 0.0 0.0
C 4.938 -1.518 -0.240 0.0 0.0 0.0
H 0.411 6.537 0.782 0.0 0.0 0.0
```
Forces are in eV/Å.

Results
HOMO-LUMO gap (alpha / beta)	5.15 / 3.87	eV
total charge	+1
E_tot	-4689.4239	hartree
highest occupied orbital energy (alpha / beta)	-7.05 / -9.06	eV
⟨S²⟩	2.0361
2S+1	3
largest force on an atom	0.1	eV/A

Atomic partial charges in e from the Löwdin method, atoms 1 to 5: number 1, Pt, carries 1.18; number 2, H, carries 0.12; number 3, C, carries -0.17; number 4, H, carries 0.12; number 5, H, carries 0.07

[4]
DFT (ωB97M-V with the def2-TZVPD basis set) results for a 3-piece molecular cluster, C9H25FIO7PS2Si overall.

XYZ file:
```
47
Properties=species:S:1:pos:R:3:forces:R:3
H -3.777 4.153 2.236 0.1 0.0 0.2
O 1.846 3.552 -4.190 0.6 -0.6 0.8
H 1.296 -5.625 -2.977 -0.1 0.0 -0.4
C -1.357 3.711 5.700 -0.2 -0.1 0.0
O -1.460 -3.045 -0.459 0.7 -2.5 -0.5
C -0.875 -7.899 -0.761 -1.2 -0.7 -0.1
I 1.190 -1.711 -2.216 -0.1 -0.5 0.5
S -1.561 4.045 3.967 -0.2 -0.3 0.2
H -4.416 2.541 2.550 0.2 0.1 0.4
H -0.093 -6.554 1.049 -1.4 -1.7 -0.6
H -1.862 -7.280 1.321 2.3 -0.2 -1.4
Si 0.360 -5.390 -1.886 0.2 -0.3 1.3
H 1.606 2.488 -0.849 0.0 0.1 0.1
H 2.618 5.376 -0.772 0.2 -0.1 -0.4
H -3.224 2.517 0.390 0.0 0.0 0.1
P -0.602 -3.375 -1.968 -2.1 1.3 0.0
H 4.466 4.303 -4.779 -0.1 -0.1 0.1
H -2.342 1.513 1.571 -0.1 0.1 -0.1
S 2.969 3.071 -3.416 0.3 0.2 0.2
C 2.277 4.494 -1.325 -0.9 0.0 0.9
H -0.474 4.254 6.042 -0.1 0.0 -0.2
O 3.306 4.149 -2.243 0.4 -0.6 -1.3
H 4.437 2.560 -5.181 -0.2 0.0 0.2
H -0.334 -8.389 1.410 -1.0 2.0 -1.3
O 2.998 1.738 -2.852 -0.4 1.0 -0.5
H 1.364 4.781 -1.859 0.2 -0.1 -0.1
C -0.795 -7.462 0.817 0.2 -0.8 0.8
H -1.839 -8.596 -0.863 2.1 1.5 0.1
C -1.108 -6.656 -1.812 -0.9 -1.1 -0.1
H -2.130 -6.072 -1.615 2.1 -1.5 -0.3
H -1.752 3.120 1.158 -0.1 -0.1 0.0
H -2.241 4.055 6.238 0.1 0.0 -0.1
H -1.820 -3.919 -0.070 1.0 2.0 -0.8
F -1.268 -7.244 -3.191 0.3 1.0 2.4
C -2.658 2.532 1.325 0.3 0.0 -0.1
O -2.812 3.038 3.699 0.9 0.5 0.9
H 5.315 3.116 -3.728 -0.2 0.0 0.0
H 1.152 -5.389 -0.629 -0.1 -0.4 0.0
H 2.932 3.062 0.157 -0.1 0.1 0.0
H 1.279 3.677 0.414 0.1 0.1 0.0
C 4.451 3.292 -4.371 0.1 0.2 0.2
C -3.491 3.118 2.453 -0.4 0.0 -1.2
H -1.207 2.638 5.839 0.0 0.2 -0.1
O -0.394 3.537 3.277 -0.9 0.7 0.3
O -2.012 5.410 3.811 0.4 -1.0 -0.3
C 2.006 3.369 -0.341 -0.1 -0.3 0.0
H 0.037 -8.603 -1.071 -1.8 2.0 0.6
```
Forces are in eV/Å.

Results
HOMO-LUMO gap	8.17	eV
E_tot	-2709.2776	hartree
highest occupied orbital energy	-8.13	eV
SMILES	CC[C@H](F)[SiH2]P(O)I.CCOS(C)(=O)=O.CCOS(C)(=O)=O
largest force on an atom	2.8	eV/A

Atomic partial charges in e from the Löwdin method, atoms 1 to 5: number 1, H, carries 0.12; number 2, O, carries -0.28; number 3, H, carries -0.06; number 4, C, carries -0.12; number 5, O, carries -0.50

[5]
DFT (ωB97M-V with the def2-TZVPD basis set) results for a 2-piece molecular cluster, C6H15ClSi2 overall.

XYZ file:
```
24
Properties=species:S:1:pos:R:3:forces:R:3
H -1.362 -0.441 -2.422 0.0 0.5 0.8
H 0.077 3.138 -0.243 -0.5 -0.4 -0.1
H -3.583 -1.794 0.864 -0.6 -0.3 0.0
Cl 3.367 1.034 -0.468 0.2 0.1 -0.1
H 1.469 -2.741 -0.712 0.8 0.5 0.9
H 1.894 -1.674 -1.831 0.7 0.7 -1.3
H -1.552 3.231 0.384 -2.2 1.4 -0.2
C -2.155 -0.276 0.770 -0.6 -0.6 0.8
Si -0.976 0.850 -0.171 2.1 -1.5 -1.6
H -0.492 1.024 -2.761 -1.7 0.0 1.2
C 2.169 -0.504 2.107 0.1 0.2 -1.6
H -0.311 2.635 1.322 0.4 -0.2 1.2
H 1.934 -1.542 2.273 -0.3 -0.3 0.7
H -1.980 -0.483 1.849 0.0 0.6 -0.6
C -1.346 0.629 -2.085 1.4 -0.7 -0.2
C -0.717 2.635 0.342 2.0 -1.2 -0.7
H 3.180 -0.295 2.350 1.3 -0.2 0.3
H 3.253 -2.264 -0.727 -0.1 -0.2 -0.5
C -3.137 -1.051 0.242 2.6 1.2 1.1
Si 1.992 -0.348 0.212 -3.1 0.4 0.1
C 2.227 -1.926 -0.856 -1.2 -0.2 1.6
H 1.625 0.229 2.684 -0.7 -0.2 -0.1
H -3.216 -1.034 -0.803 -0.9 -0.2 -1.3
H -2.359 0.967 -2.320 0.3 0.6 -0.3
```
Forces are in eV/Å.

Results
HOMO-LUMO gap	7.70	eV
E_tot	-1276.7611	hartree
highest occupied orbital energy	-7.26	eV
largest force on an atom	3.1	eV/A

Atomic partial charges in e from the Löwdin method, atoms 1 to 5: number 1, H, carries 0.02; number 2, H, carries 0.05; number 3, H, carries 0.04; number 4, Cl, carries 0.23; number 5, H, carries 0.04

[6]
DFT (ωB97M-V with the def2-TZVPD basis set) results for an isolated ion of composition C3H6N and charge +1.

XYZ file:
```
10
Properties=species:S:1:pos:R:3:forces:R:3
N -0.033 -0.378 -0.529 4.5 -5.8 -9.1
H -1.409 1.597 1.700 -0.2 -0.1 -0.3
C -0.629 1.568 0.944 1.7 -0.7 2.1
C 0.572 -1.565 -0.963 -0.6 1.0 1.0
H 1.655 -1.517 -1.036 0.0 0.2 0.2
H 0.135 -1.747 -1.933 -0.3 -0.5 -0.8
C -0.396 0.423 0.231 -3.7 4.0 8.0
H 0.169 -2.308 -0.294 0.0 -1.3 0.3
H 0.404 1.510 1.497 -1.2 0.4 -0.2
H -0.467 2.418 0.383 -0.1 2.8 -1.3
```
Forces are in eV/Å.

Results
HOMO-LUMO gap (alpha / beta)	7.84 / 7.52	eV
total charge	+1
E_tot	-172.1228	hartree
highest occupied orbital energy (alpha / beta)	-11.79 / -17.67	eV
⟨S²⟩	2.0052
2S+1	3
largest force on an atom	11.7	eV/A

Atomic partial charges in e from the Löwdin method, atoms 1 to 5: number 1, N, carries 0.19; number 2, H, carries 0.12; number 3, C, carries 0.01; number 4, C, carries 0.04; number 5, H, carries 0.13

Calculated energy above the lowest of the compared OMol25 structures with the same formula, charge and spin, 5.384, 2.067, 0.617, 2.103, 0.277, 1.522 eV (same order as the records).